The following is a DFT calculation (wB97M-V/def2-TZVPD) of C5H9CsO3 as an isolated structure at a distorted geometry.

## Properties
* energy: -441.40122 hartree
* relative energy (zero: lowest compared OMol25 entry of this formula, charge and spin): 192.7 kcal per mole
* E_LUMO: 0.1 eV
* HOMO level: -7.51 eV

ORCA input file:
```
! RIJCOSX wB97M-V def2-TZVPD def2/J DEFGRID3
* xyz 0 1
O -1.75 0.04 -0.46
C -2.80 -0.08 0.28
C -3.02 -1.40 0.74
H -3.63 0.61 0.06
H -2.65 -1.73 1.72
H -3.95 -1.84 0.36
O 1.92 -0.01 -0.18
C 2.13 -1.31 0.20
C 0.99 -2.21 -0.25
O -0.23 -1.69 0.27
C -1.43 -1.92 -0.41
Cs 0.63 1.48 -0.17
H 2.22 -1.43 1.31
H 3.06 -1.76 -0.23
H 1.10 -3.26 0.09
H 0.92 -2.22 -1.36
H -2.26 -2.09 -1.11
H -1.18 -2.91 -0.86
*
```

Atomic partial charges in e from the Löwdin method, atoms 1 to 6: atom 1 (O): -0.249, atom 2 (C): -0.241, atom 3 (C): -0.016, atom 4 (H): 0.122, atom 5 (H): 0.098, atom 6 (H): 0.095

The following is a DFT calculation (wB97M-V/def2-TZVPD) of one molecule with the formula C5H7NO at a distorted geometry.

## Properties
* energy: -324.57155 hartree
* relative energy (zero: lowest compared OMol25 entry of this formula, charge and spin): 96.0 kcal per mole
* E_LUMO (alpha / beta): 0.3 / 0.3 eV
* HOMO level (alpha / beta): -7.54 / -7.55 eV
* SMILES string: Cc1occc1N

ORCA input file:
```
! RIJCOSX wB97M-V def2-TZVPD def2/J DEFGRID3
* xyz 0 1
C -1.26 -1.13 0.14
C -0.43 -0.13 0.90
C 0.16 0.88 0.15
N -0.53 1.90 -0.46
C 1.48 0.43 -0.17
C 1.61 -0.81 0.40
O 0.60 -0.98 1.29
H -2.04 -0.69 -0.49
H -0.42 -1.58 -0.49
H -1.63 -1.96 0.75
H 0.00 2.58 -0.98
H -1.25 2.33 0.11
H 2.15 0.86 -0.91
H 1.56 -1.71 -0.22
*
```

Atomic partial charges in e from the Löwdin method, atoms 1 to 6: atom 1 (C): -0.027, atom 2 (C): -0.273, atom 3 (C): -0.305, atom 4 (N): 0.123, atom 5 (C): 0.005, atom 6 (C): -0.143

relative energy (zero: lowest compared OMol25 entry of this formula, charge and spin) of number 2 (C5H7NO)? 96.0 kcal per mole